{
  "formula": "C39H41ClLaOP3",
  "method": "ωB97M-V with the def2-TZVPD basis set",
  "symbols": ["La", "Cl", "P", "P", "C", "C", "C", "C", "C", "C", "C", "C", "C", "C", "C", "H", "H", "H", "H", "H", "C", "C", "C", "C", "C", "H", "H", "H", "H", "H", "C", "C", "C", "C", "C", "H", "H", "H", "H", "H", "C", "C", "C", "C", "C", "H", "H", "H", "H", "H", "C", "C", "C", "C", "C", "H", "H", "H", "H", "H", "C", "C", "C", "C", "C", "H", "H", "H", "H", "H", "H", "H", "C", "P", "C", "C", "O", "H", "H", "H", "H", "H", "H", "H", "H", "H"],
  "xyz": [[-0.02731, -0.08656, -0.17406], [0.11539, -0.11621, -2.83105], [-0.21830, 2.70119, -0.62653], [-0.24020, -2.87393, -0.49032], [-0.11337, 3.58987, 0.96203], [-1.77337, 3.22891, -1.40619], [1.25137, 3.15139, -1.61860], [1.40713, -3.55170, -0.87127], [-0.78602, -3.59821, 1.08702], [-1.47229, -3.22170, -1.78816], [1.01499, 4.32645, 1.34874], [1.06491, 4.90937, 2.62210], [0.02205, 4.71915, 3.53963], [-1.06435, 3.91681, 3.17396], [-1.13576, 3.34661, 1.90145], [1.86377, 4.41205, 0.66640], [1.93117, 5.50131, 2.91117], [0.05554, 5.18865, 4.52675], [-1.84785, 3.72533, 3.91238], [-1.96642, 2.67915, 1.65134], [2.50489, 2.55988, -1.35819], [3.62929, 2.97720, -2.07696], [3.52877, 3.94226, -3.08256], [2.26421, 4.45090, -3.39540], [1.12336, 4.03567, -2.70076], [2.61681, 1.76250, -0.60966], [4.60785, 2.54810, -1.85871], [4.41520, 4.29528, -3.61285], [2.15878, 5.17840, -4.18928], [0.12747, 4.37822, -2.98453], [-2.32484, 4.47972, -1.09820], [-3.50484, 4.90041, -1.71755], [-4.18846, 4.06837, -2.61095], [-3.67581, 2.79255, -2.85736], [-2.48249, 2.36193, -2.26673], [-1.82880, 5.11267, -0.36169], [-3.88470, 5.89204, -1.49899], [-5.09855, 4.42480, -3.11390], [-4.22594, 2.13280, -3.53444], [-2.10664, 1.36206, -2.48293], [-2.06743, -4.15985, 1.24305], [-2.44489, -4.69638, 2.47949], [-1.61234, -4.57134, 3.60075], [-0.39048, -3.90210, 3.46481], [0.03402, -3.42323, 2.22641], [-2.76118, -4.15066, 0.40561], [-3.40692, -5.20780, 2.57473], [-1.91003, -4.99921, 4.55983], [0.23956, -3.78024, 4.35242], [0.98065, -2.89046, 2.14075], [2.37315, -2.78209, -1.55758], [3.62613, -3.33713, -1.84663], [3.95179, -4.64038, -1.46104], [3.00856, -5.37395, -0.73291], [1.76029, -4.83067, -0.41521], [2.15704, -1.76042, -1.87914], [4.37667, -2.75783, -2.39292], [4.91781, -5.09121, -1.73309], [3.23985, -6.38473, -0.41136], [1.05312, -5.38587, 0.20063], [-1.25980, -4.28918, -2.67311], [-2.24413, -4.62008, -3.60713], [-3.40674, -3.85735, -3.73991], [-3.56198, -2.73194, -2.92599], [-2.60960, -2.40188, -1.95689], [-0.32090, -4.84215, -2.61031], [-2.09383, -5.48571, -4.23705], [-4.17540, -4.13779, -4.46247], [-4.44964, -2.11356, -3.05122], [-2.75669, -1.49862, -1.35373], [3.07586, -0.11748, -4.19204], [2.39178, -0.13192, -4.51870], [1.47008, -0.99101, 4.54806], [0.82109, 0.21130, 3.42056], [-0.75292, 0.66950, 4.05514], [2.01455, 1.48575, 3.19682], [0.57061, -0.33331, 1.99985], [0.72700, -1.76831, 4.76826], [1.70366, -0.47876, 5.47906], [2.37238, -1.41842, 4.11213], [-1.28038, -0.26627, 4.23110], [-0.68008, 1.25271, 4.97363], [-1.25450, 1.22952, 3.26583], [2.93661, 0.94274, 2.97473], [1.73543, 2.07684, 2.33344], [2.16550, 2.13725, 4.06613]],
  "forces_ev_per_angstrom": [[0.244, -0.143, -0.722], [0.068, 0.001, 0.344], [-0.143, 1.154, -0.458], [-0.383, -0.736, -0.380], [0.137, -0.144, 0.407], [-0.423, 0.118, -0.114], [-0.069, 0.015, -0.435], [0.385, -0.172, 0.078], [-0.355, 0.020, 0.566], [0.077, -0.305, -0.405], [-0.223, 0.087, 0.138], [-0.169, -0.155, 0.107], [0.137, -0.033, -0.522], [-0.015, 0.003, 0.130], [0.420, 0.202, 0.137], [-0.317, 0.205, 0.157], [-0.162, -0.103, -0.104], [0.012, -0.201, -0.379], [0.159, 0.080, -0.340], [0.052, 0.384, -0.041], [-0.208, 0.392, -0.230], [0.148, -0.183, 0.057], [-0.619, 0.013, 0.328], [-0.034, -0.202, 0.047], [0.331, -0.084, 0.364], [0.029, 0.377, -0.044], [-0.300, 0.031, -0.006], [-0.306, -0.191, 0.167], [-0.002, -0.046, -0.041], [0.343, 0.148, 0.079], [-0.090, -0.037, -0.246], [0.061, -0.101, 0.044], [0.428, 0.105, 0.175], [-0.124, -0.112, -0.121], [-0.086, 0.379, 0.159], [-0.139, 0.009, -0.315], [-0.019, -0.092, 0.004], [0.479, -0.276, 0.320], [0.311, 0.136, 0.256], [0.006, 0.259, -0.107], [0.535, 0.016, 0.239], [-0.033, 0.134, 0.239], [-0.035, -0.006, -0.663], [0.023, -0.096, 0.160], [-0.496, -0.254, -0.156], [0.158, -0.318, 0.082], [0.323, 0.257, -0.042], [0.088, 0.187, -0.312], [-0.159, -0.120, -0.409], [-0.106, -0.298, -0.018], [0.008, -0.375, 0.179], [0.191, 0.107, -0.085], [-0.478, -0.018, 0.055], [-0.053, 0.079, 0.033], [0.169, 0.081, -0.216], [-0.027, -0.312, -0.142], [-0.393, -0.085, 0.187], [-0.544, 0.337, 0.201], [-0.007, 0.133, -0.001], [0.180, -0.041, -0.254], [-0.390, 0.219, 0.273], [0.084, 0.107, -0.045], [0.474, -0.002, 0.472], [-0.080, 0.126, 0.088], [0.254, -0.550, -0.158], [-0.387, -0.058, -0.048], [0.015, 0.015, -0.083], [0.284, 0.153, 0.228], [0.230, -0.063, 0.093], [-0.044, -0.288, -0.040], [-0.439, -0.003, -0.288], [0.551, 0.004, 0.254], [-0.036, -0.259, -0.032], [-0.139, -0.516, -0.256], [-0.252, 0.350, 0.036], [0.424, 0.306, 0.570], [0.338, -0.156, 0.537], [0.251, 0.227, -0.199], [0.180, 0.019, 0.121], [0.063, -0.142, 0.196], [-0.148, -0.022, 0.113], [-0.134, -0.008, -0.047], [-0.116, 0.068, 0.329], [0.136, 0.193, 0.021], [-0.084, 0.251, -0.069], [-0.018, -0.184, -0.201]],
  "lowdin_charge": [1.51, -0.12, 0.90, 0.90, -0.39, -0.39, -0.39, -0.37, -0.37, -0.40, -0.09, -0.06, -0.05, -0.08, -0.14, 0.11, 0.12, 0.12, 0.12, 0.11, -0.13, -0.07, -0.05, -0.04, -0.06, 0.09, 0.11, 0.12, 0.12, 0.11, -0.08, -0.05, -0.05, -0.06, -0.11, 0.11, 0.11, 0.12, 0.12, 0.03, -0.07, -0.05, -0.05, -0.09, -0.12, 0.11, 0.12, 0.12, 0.10, 0.09, -0.11, -0.07, -0.05, -0.05, -0.08, 0.03, 0.11, 0.12, 0.12, 0.11, -0.06, -0.05, -0.05, -0.07, -0.13, 0.11, 0.11, 0.12, 0.11, 0.08, 0.02, 0.00, -0.14, 0.60, -0.14, -0.13, -0.65, 0.05, 0.08, 0.08, 0.08, 0.09, 0.03, 0.08, 0.03, 0.09],
  "e_homo_ev": -13.1,
  "total_charge": 2,
  "max_force_ev_per_a": 1.3,
  "de_lowest_kj_mol": 86.4,
  "lumo_ev": -6.1
}

---

{
  "formula": "C39H42As2IKN4O2P",
  "method": "ωB97M-V with the def2-TZVPD basis set",
  "symbols": ["K", "C", "N", "C", "C", "C", "C", "C", "N", "C", "C", "C", "C", "C", "C", "H", "H", "H", "H", "H", "H", "H", "H", "H", "H", "H", "O", "C", "O", "C", "P", "C", "C", "C", "C", "C", "C", "C", "C", "C", "C", "C", "C", "H", "H", "H", "H", "H", "H", "H", "H", "H", "H", "H", "H", "C", "As", "C", "C", "C", "C", "C", "C", "C", "As", "C", "C", "H", "H", "H", "H", "H", "H", "H", "H", "H", "H", "H", "H", "H", "H", "H", "H", "I", "C", "C", "N", "N", "C", "H", "H", "H"],
  "xyz": [[-0.21365, -0.25389, -0.17909], [-1.06709, 0.05329, 3.43565], [-1.47482, 0.28187, 2.07177], [-2.68189, -0.00497, 1.75799], [-3.32826, 0.08688, 0.46948], [-4.69579, -0.19596, 0.32367], [-5.01404, 0.06686, -1.00851], [-3.81680, 0.49677, -1.58972], [-2.78623, 0.51281, -0.72432], [-0.45221, 1.27073, 4.08757], [0.04805, 1.17660, 5.38622], [0.67241, 2.25710, 5.98573], [0.81724, 3.45396, 5.29041], [0.32366, 3.55513, 4.00047], [-0.31386, 2.47032, 3.40727], [-0.28944, -0.72239, 3.43509], [-1.89181, -0.33484, 4.05459], [-3.35981, -0.38632, 2.53856], [-5.35559, -0.53779, 1.10860], [-5.97258, -0.02897, -1.49551], [-3.68232, 0.81549, -2.61956], [-0.04400, 0.23924, 5.92545], [1.05901, 2.16419, 6.99356], [1.31989, 4.29576, 5.75037], [0.44790, 4.47040, 3.43303], [-0.68112, 2.54607, 2.39319], [3.79483, -1.94006, -1.80874], [2.67354, -1.98787, -1.28965], [1.87885, -1.03495, -1.05717], [2.17737, -3.39561, -0.85346], [0.38153, -3.40241, -0.49919], [0.06971, -5.19432, -0.22454], [0.33945, -6.15993, -1.19734], [0.09387, -7.50091, -0.95668], [-0.42953, -7.90397, 0.26788], [-0.70283, -6.95746, 1.24072], [-0.45537, -5.61111, 0.99248], [-0.38378, -3.24390, -2.15934], [0.32966, -3.26574, -3.35592], [-0.33856, -3.26799, -4.57291], [-1.72571, -3.23160, -4.61001], [-2.44334, -3.15669, -3.42497], [-1.77437, -3.15669, -2.20862], [2.67741, -3.66223, 0.08181], [2.48651, -4.13607, -1.59390], [0.73388, -5.85114, -2.15884], [0.30681, -8.23333, -1.72583], [-0.62649, -8.95207, 0.45703], [-1.11465, -7.26012, 2.19580], [-0.67977, -4.87684, 1.75787], [1.41292, -3.28245, -3.34993], [0.23557, -3.28567, -5.49141], [-2.24340, -3.23494, -5.56217], [-3.52454, -3.09224, -3.43709], [-2.34919, -3.09391, -1.28982], [-1.95721, 3.83582, 0.04689], [-0.25145, 2.99670, -0.43663], [0.02934, 3.97318, -2.11625], [0.97281, 4.07298, 0.68495], [0.84336, 5.45925, 0.75924], [1.70780, 6.22231, 1.52801], [2.72965, 5.59659, 2.22815], [2.86931, 4.21942, 2.15952], [1.99623, 3.44071, 1.40071], [2.16782, 1.46590, 1.36696], [3.17790, 1.24173, 3.03927], [3.65892, 1.36969, 0.10187], [-1.90396, 4.92455, 0.02632], [-2.26972, 3.49637, 1.03362], [-2.69667, 3.47939, -0.67014], [-0.11711, 5.04646, -1.99413], [-0.67621, 3.58341, -2.85059], [1.03829, 3.77061, -2.47230], [0.05104, 5.95316, 0.20739], [1.58848, 7.29814, 1.57838], [3.41648, 6.18028, 2.82987], [3.66726, 3.74741, 2.71914], [4.17206, 1.68734, 2.99427], [3.28324, 0.17096, 3.21469], [2.60734, 1.67742, 3.86079], [4.43452, 2.08503, 0.37784], [3.27577, 1.57330, -0.89659], [4.04308, 0.35083, 0.08296], [1.09787, -0.14325, -7.04328], [0.39413, 0.21071, -5.15132], [-0.92100, 0.16045, -4.74923], [-0.91328, 0.41975, -3.43100], [0.31795, 0.63261, -2.95121], [1.12769, 0.49452, -3.98378], [-1.83472, -0.05944, -5.27330], [-1.68821, 0.41614, -2.77628], [2.19400, 0.57343, -3.84286]],
  "forces_ev_per_angstrom": [[-0.180, 0.075, -0.230], [0.065, -0.087, -0.077], [-0.269, 0.090, 0.002], [-0.005, -0.068, 0.007], [-0.039, 0.070, 0.072], [-0.023, -0.022, -0.066], [-0.038, -0.009, 0.038], [0.113, 0.029, -0.045], [-0.163, -0.020, 0.058], [0.035, -0.021, 0.054], [-0.021, -0.014, -0.020], [0.016, 0.023, 0.018], [-0.022, -0.014, 0.013], [-0.151, 0.026, 0.051], [-0.016, 0.092, 0.073], [-0.040, -0.034, -0.002], [-0.009, 0.079, 0.033], [-0.014, 0.018, -0.003], [-0.007, 0.002, -0.008], [-0.001, 0.003, 0.007], [-0.029, -0.016, -0.001], [-0.001, 0.000, -0.002], [0.001, 0.003, 0.002], [0.004, 0.003, 0.003], [-0.057, -0.017, 0.092], [-0.032, -0.058, 0.039], [0.008, -0.003, -0.028], [0.055, 0.066, 0.027], [0.554, -0.488, -0.062], [0.004, -0.051, -0.075], [-0.015, 0.199, 0.111], [0.061, -0.128, -0.132], [-0.017, 0.020, 0.028], [-0.006, -0.006, 0.017], [0.011, -0.009, -0.033], [-0.003, 0.024, 0.030], [-0.020, -0.052, 0.076], [0.052, -0.072, 0.025], [0.005, 0.003, -0.044], [0.040, 0.045, 0.029], [0.007, 0.049, -0.051], [-0.013, 0.010, 0.060], [-0.059, 0.003, -0.061], [0.029, 0.027, -0.002], [-0.026, -0.033, 0.021], [-0.002, 0.000, 0.000], [-0.006, -0.011, 0.009], [0.003, 0.000, -0.002], [0.000, -0.012, -0.006], [0.010, 0.037, -0.033], [0.001, 0.013, 0.028], [-0.033, 0.004, -0.026], [0.003, -0.001, 0.006], [0.005, 0.002, -0.020], [0.037, 0.005, 0.024], [0.030, -0.017, -0.012], [0.048, 0.157, 0.071], [-0.019, -0.062, 0.030], [-0.024, 0.004, -0.080], [-0.004, -0.030, -0.002], [-0.010, 0.035, 0.005], [0.060, -0.014, 0.005], [0.051, 0.026, -0.096], [0.119, -0.079, -0.114], [0.084, 0.125, 0.047], [0.004, 0.003, -0.058], [-0.048, 0.002, 0.059], [-0.031, -0.001, -0.006], [0.022, 0.006, 0.016], [-0.006, 0.013, -0.005], [0.004, 0.007, -0.015], [0.000, 0.023, -0.011], [0.006, 0.020, -0.007], [0.007, 0.015, 0.007], [-0.005, -0.004, -0.002], [-0.003, 0.002, -0.001], [-0.011, 0.006, 0.007], [0.003, -0.004, 0.012], [0.008, -0.002, 0.002], [0.020, -0.012, 0.003], [0.035, -0.017, -0.050], [0.010, 0.040, -0.007], [0.014, 0.002, 0.009], [0.078, -0.038, -0.163], [-0.173, -0.012, 0.169], [-0.083, -0.039, 0.045], [-0.011, 0.108, 0.100], [-0.110, -0.059, 0.061], [0.082, 0.039, 0.056], [0.043, -0.010, -0.083], [0.012, -0.002, 0.023], [-0.003, -0.008, -0.041]],
  "lowdin_charge": [0.44, -0.20, -0.07, -0.14, -0.37, -0.10, -0.13, -0.25, -0.03, -0.21, -0.06, -0.11, -0.10, -0.08, -0.06, 0.12, 0.12, 0.12, 0.09, 0.07, 0.08, 0.11, 0.10, 0.10, 0.09, 0.06, -0.03, -0.77, -0.27, -0.28, 1.04, -0.37, -0.09, -0.09, -0.11, -0.10, -0.11, -0.37, -0.08, -0.09, -0.11, -0.09, -0.10, 0.09, 0.08, 0.10, 0.10, 0.09, 0.10, 0.09, 0.11, 0.09, 0.10, 0.10, 0.11, -0.30, 1.13, -0.31, -0.43, -0.13, -0.10, -0.10, -0.13, -0.43, 1.15, -0.31, -0.30, 0.01, 0.01, 0.02, 0.01, 0.01, 0.02, 0.08, 0.10, 0.10, 0.09, 0.02, 0.02, 0.00, 0.02, 0.02, 0.02, 0.82, -0.80, -0.17, 0.01, 0.02, -0.19, 0.11, 0.09, 0.11],
  "e_homo_ev": -4.9,
  "total_charge": -1,
  "max_force_ev_per_a": 0.7,
  "de_lowest_kj_mol": 33.3,
  "lumo_ev": 2.1
}

---

Question: Number 2 is which compound?
Answer: C39H42As2IKN4O2P

---

Question: What is the formula in the second record?
Answer: C39H42As2IKN4O2P